# 1
This record from the Open Molecules 2025 dataset describes a 12-piece molecular cluster, C19H36Cl22NO4S3 overall. The level of theory is ωB97M-V/def2-TZVPD.

Computed properties:
LUMO energy	1.49	eV
electronic energy	-12420.04582	a.u.
Kohn-Sham gap	6.7	eV
net charge	-1
HOMO level	-5.2254	eV

Bonds (Å) are listed after each position.
Positions of all 85 atoms, in Å:
1 O 5.47738 0.83821 -0.49120  S2 1.465
2 S 4.61373 1.68154 0.33864  O1 1.465, O3 1.459, O4 1.458, C5 1.804
3 O 3.64928 0.87644 1.08077  S2 1.459
4 O 5.28065 2.64768 1.20300  S2 1.458
5 C 3.71073 2.74732 -0.80343  S2 1.804, C6 1.542, H17 1.088, H18 1.092
6 C 2.29499 3.07045 -0.28373  C5 1.542, C7 1.542, H19 1.088, H20 1.086
7 C 1.81785 4.44753 -0.78818  C6 1.542, S8 1.822, H21 1.090, H22 1.090
8 S 0.03882 4.55940 -1.16683  C7 1.822, C9 1.789
9 C -0.70167 3.65716 0.18917  S8 1.789, S10 1.641, N11 1.381
10 S -0.34117 4.12684 1.71923  C9 1.641
11 N -1.61640 2.68390 -0.16311  C9 1.381, C12 1.466, C16 1.475
12 C -2.12950 1.92234 0.97953  N11 1.466, C13 1.553, H23 1.085, H24 1.098
13 C -1.09195 0.90539 1.52695  C12 1.553, O14 1.408, H25 1.087, H26 1.089
14 O -0.03610 0.71958 0.61405  C13 1.408, C15 1.404
15 C -0.62607 0.43773 -0.62808  O14 1.404, C16 1.539, H27 1.089, H28 1.102
16 C -1.17970 1.74805 -1.21610  N11 1.475, C15 1.539, H29 1.084, H30 1.093
17 H 4.25559 3.67405 -0.97091  C5 1.088
18 H 3.59852 2.16651 -1.72123  C5 1.092
19 H 1.60989 2.31004 -0.65241  C6 1.088
20 H 2.30505 3.04233 0.80235  C6 1.086
21 H 2.35269 4.68690 -1.70762  C7 1.090
22 H 2.04586 5.19598 -0.02970  C7 1.090
23 H -2.54180 2.54978 1.76300  C12 1.085
24 H -2.97753 1.33921 0.59721  C12 1.098
25 H -0.64773 1.32617 2.42546  C13 1.087
26 H -1.55909 -0.03861 1.80462  C13 1.089
27 H 0.05359 -0.04944 -1.32617  C15 1.089
28 H -1.47029 -0.25598 -0.48451  C15 1.102
29 H -0.45650 2.17809 -1.89953  C16 1.084
30 H -2.04042 1.47268 -1.83041  C16 1.093
31 C -2.45986 1.90747 -5.25422  Cl32 1.772, Cl33 1.764, H34 1.084, H35 1.082
32 Cl -2.60124 0.57282 -4.09725  C31 1.772
33 Cl -0.76401 2.22515 -5.62124  C31 1.764
34 H -2.98816 1.63908 -6.16138  C31 1.084
35 H -2.89348 2.79723 -4.81617  C31 1.082
36 C 3.32111 1.05001 -6.05819  Cl37 1.765, Cl38 1.771, H39 1.083, H40 1.083
37 Cl 2.37082 2.17508 -5.08506  C36 1.765
38 Cl 2.67793 0.90256 -7.70188  C36 1.771
39 H 4.33857 1.41663 -6.11668  C36 1.083
40 H 3.29411 0.07679 -5.58343  C36 1.083
41 C 0.15769 -1.25289 4.97879  Cl42 1.767, Cl43 1.774, H44 1.084, H45 1.083
42 Cl -1.28902 -0.69552 4.13134  C41 1.767
43 Cl 0.03990 -2.95379 5.46886  C41 1.774
44 H 1.00538 -1.14281 4.31171  C41 1.084
45 H 0.29449 -0.64875 5.86765  C41 1.083
46 C -3.41280 -3.38641 7.94107  Cl47 1.771, Cl48 1.763, H49 1.083, H50 1.084
47 Cl -4.34412 -4.83812 7.53787  C46 1.771
48 Cl -3.02910 -2.42102 6.51636  C46 1.763
49 H -3.99809 -2.78286 8.62440  C46 1.083
50 H -2.48281 -3.69436 8.40613  C46 1.084
51 C 9.21001 2.38610 0.00741  Cl52 1.755, Cl53 1.798, H54 1.084, H55 1.085
52 Cl 7.64555 1.68071 0.37239  C51 1.755
53 Cl 10.43994 2.16549 1.29971  C51 1.798
54 H 9.60733 1.92936 -0.89233  C51 1.084
55 H 9.08560 3.45343 -0.13982  C51 1.085
56 C -6.58216 1.72373 -3.69911  Cl57 1.772, Cl58 1.766, H59 1.084, H60 1.082
57 Cl -7.40044 1.95648 -5.25385  C56 1.772
58 Cl -5.31438 2.92598 -3.44089  C56 1.766
59 H -7.31248 1.81709 -2.90402  C56 1.084
60 H -6.13723 0.73801 -3.68212  C56 1.082
61 C 1.97085 -3.98031 8.35619  Cl62 1.767, Cl63 1.772, H64 1.083, H65 1.084
62 Cl 2.84001 -3.08964 9.61098  C61 1.767
63 Cl 0.51582 -4.75836 9.00276  C61 1.772
64 H 1.67634 -3.29083 7.57470  C61 1.083
65 H 2.62450 -4.74530 7.95381  C61 1.084
66 C 1.38646 5.06533 -7.52565  Cl67 1.767, Cl68 1.770, H69 1.083, H70 1.084
67 Cl 0.47205 6.23837 -6.57074  C66 1.767
68 Cl 0.73539 4.88739 -9.16202  C66 1.770
69 H 2.41244 5.40509 -7.59837  C66 1.083
70 H 1.33886 4.10312 -7.02913  C66 1.084
71 C 0.69038 -8.30753 8.03664  Cl72 1.769, Cl73 1.765, H74 1.083, H75 1.083
72 Cl -0.25877 -9.74343 7.62840  C71 1.769
73 Cl 1.14134 -7.37936 6.60478  C71 1.765
74 H 0.09731 -7.67182 8.68285  C71 1.083
75 H 1.59493 -8.62465 8.54146  C71 1.083
76 C -4.72235 -1.94026 -2.62449  Cl77 1.761, Cl78 1.773, H79 1.082, H80 1.084
77 Cl -4.45628 -3.40154 -1.67806  C76 1.761
78 Cl -5.80404 -0.80371 -1.79862  C76 1.773
79 H -3.76988 -1.45315 -2.78570  C76 1.082
80 H -5.17061 -2.21748 -3.57214  C76 1.084
81 C -3.95430 -6.65625 -3.83166  Cl82 1.765, Cl83 1.767, H84 1.083, H85 1.084
82 Cl -2.22085 -6.41406 -4.06187  C81 1.765
83 Cl -4.90300 -5.31059 -4.47291  C81 1.767
84 H -4.25015 -7.56109 -4.34837  C81 1.083
85 H -4.15429 -6.73982 -2.76969  C81 1.084

These are the Löwdin partial charges, in e, on atoms 1 to 4:
1. O -0.5083
2. S 0.3409
3. O -0.3690
4. O -0.4521

# 2
This record from the Open Molecules 2025 dataset describes a 4-piece molecular cluster, C19H36FO17P3S overall. The level of theory is ωB97M-V/def2-TZVPD.

Computed properties:
LUMO energy	-3.36	eV
SMILES	O=CO[C@@H](CC(=O)c1ccccc1)S(=O)(=O)F.COP(=O)(OC)OC.COP(=O)(OC)OC.COP(=O)(OC)OC
electronic energy	-3545.88426	a.u.
Kohn-Sham gap	5.5	eV
net charge	0
HOMO level	-8.8853	eV

Bonds (Å) are listed after each position.
Positions of all 77 atoms, in Å:
1 O 2.05064 -3.42790 -2.58887  C2 1.337
2 C 2.55772 -2.38656 -1.92015  O1 1.337, O3 1.471, H18 1.194
3 O 2.22146 -0.98048 -2.19295  C2 1.471, C4 1.471
4 C 3.09299 -0.41758 -3.23590  O3 1.471, C5 1.639, S14 1.881, H19 1.194
5 C 2.31837 0.42177 -4.41200  C4 1.639, C6 1.639, H20 1.194, H21 1.193
6 C 1.04746 1.32345 -3.90289  C5 1.639, O7 1.354, C8 1.672
7 O 1.06526 2.67617 -3.85723  C6 1.354
8 C -0.33938 0.49338 -3.47500  C6 1.672, C9 1.640, C13 1.652
9 C -1.00306 -0.43747 -4.65081  C8 1.640, C10 1.640, H22 1.179
10 C -2.33688 -1.31466 -4.27404  C9 1.640, C11 1.642, H23 1.183
11 C -2.93710 -1.23003 -2.74766  C10 1.642, C12 1.640, H24 1.190
12 C -2.27837 -0.27906 -1.58507  C11 1.640, C13 1.671, H25 1.170
13 C -0.91664 0.62392 -1.93305  C8 1.652, C12 1.671, H26 1.184
14 S 4.45581 0.53512 -2.35600  C4 1.881, O15 1.569, O16 1.579, F17 1.715
15 O 5.70694 -0.41160 -2.33149  S14 1.569
16 O 4.08086 0.82333 -0.84992  S14 1.579
17 F 4.85519 1.94707 -3.24341  S14 1.715
18 H 3.37571 -2.57792 -1.07225  C2 1.194
19 H 3.60383 -1.35041 -3.77763  C4 1.194
20 H 3.13675 1.04536 -5.01685  C5 1.194
21 H 1.88388 -0.34896 -5.21154  C5 1.193
22 H -0.50627 -0.46189 -5.71942  C9 1.179
23 H -2.79328 -2.00857 -5.11702  C10 1.183
24 H -3.89754 -1.89380 -2.51835  C11 1.190
25 H -2.69227 -0.22447 -0.49182  C12 1.170
26 H -0.37756 1.30333 -1.12687  C13 1.184
27 C 3.39888 -3.51621 2.25667  O28 1.411, H35 1.095, H36 1.090, H37 1.092
28 O 4.54548 -3.58706 1.43733  C27 1.411, P29 1.730
29 P 6.10822 -3.06973 1.96928  O28 1.730, O30 1.534, O31 1.652, O33 1.730
30 O 6.16287 -4.27469 2.91706  P29 1.534
31 O 5.42290 -1.78938 2.75617  P29 1.652, C32 1.413
32 C 4.88880 -0.72638 1.99332  O31 1.413, H38 1.095, H39 1.090, H40 1.094
33 O 7.67107 -2.55252 2.50129  P29 1.730, C34 1.420
34 C 7.90669 -2.40672 3.89365  O33 1.420, H41 1.093, H42 1.092, H43 1.093
35 H 2.80900 -4.42679 2.11037  C27 1.095
36 H 3.64415 -3.42599 3.31539  C27 1.090
37 H 2.78639 -2.67004 1.93865  C27 1.092
38 H 3.86835 -0.53251 2.34129  C32 1.095
39 H 4.86600 -0.95874 0.92897  C32 1.090
40 H 5.48588 0.17406 2.16516  C32 1.094
41 H 7.86631 -3.37341 4.40206  C34 1.093
42 H 7.19864 -1.71154 4.34851  C34 1.092
43 H 8.91221 -1.99744 4.02414  C34 1.093
44 C 0.99906 1.03470 2.23829  O45 1.411, H52 1.095, H53 1.090, H54 1.092
45 O 1.03624 0.44408 3.51923  C44 1.411, P46 1.730
46 P 0.46140 1.25047 4.93770  O45 1.730, O47 1.534, O48 1.652, O50 1.730
47 O -0.97408 1.09843 4.41859  P46 1.534
48 O 1.09009 2.67594 4.38912  P46 1.652, C49 1.413
49 C 2.49338 2.84255 4.37628  O48 1.413, H55 1.095, H56 1.090, H57 1.094
50 O -0.11359 2.05683 6.35623  P46 1.730, C51 1.420
51 C -0.98313 3.16900 6.20650  O50 1.420, H58 1.093, H59 1.092, H60 1.093
52 H 0.69708 0.27331 1.51192  C44 1.095
53 H 0.29897 1.86879 2.18055  C44 1.090
54 H 2.00407 1.36750 1.97093  C44 1.092
55 H 2.78971 3.18480 3.37877  C49 1.095
56 H 3.01687 1.91506 4.60669  C49 1.090
57 H 2.76965 3.61557 5.09943  C49 1.094
58 H -1.94386 2.86233 5.78511  C51 1.093
59 H -0.53255 3.94884 5.58981  C51 1.092
60 H -1.16747 3.58856 7.19927  C51 1.093
61 C -6.61390 2.86144 -2.06980  O62 1.411, H69 1.095, H70 1.090, H71 1.092
62 O -6.29788 1.68560 -1.35667  C61 1.411, P63 1.730
63 P -6.85706 0.12104 -1.83855  O62 1.730, O64 1.534, O65 1.652, O67 1.730
64 O -5.91266 0.17701 -3.04610  P63 1.534
65 O -8.31782 0.76657 -2.26004  P63 1.652, C66 1.413
66 C -9.19020 1.20505 -1.23835  O65 1.413, H72 1.095, H73 1.090, H74 1.094
67 O -7.41615 -1.44363 -2.32052  P63 1.730, C68 1.420
68 C -7.88016 -1.62531 -3.64985  O67 1.420, H75 1.093, H76 1.092, H77 1.093
69 H -5.72206 3.49512 -2.11004  C61 1.095
70 H -6.94374 2.65853 -3.08921  C61 1.090
71 H -7.38591 3.41014 -1.52646  C61 1.092
72 H -9.50712 2.22721 -1.47229  C66 1.095
73 H -8.71120 1.19390 -0.25969  C66 1.090
74 H -10.07799 0.56590 -1.22568  C66 1.094
75 H -7.06599 -1.50755 -4.36947  C68 1.093
76 H -8.69491 -0.93853 -3.88649  C68 1.092
77 H -8.26340 -2.64573 -3.73640  C68 1.093

These are the Löwdin partial charges, in e, on atoms 1 to 4:
1. O 0.0079
2. C -0.1069
3. O -0.1168
4. C -0.3130